Version A
C3H6N2O3 | ωB97M-V with the def2-TZVPD basis set

Results
charge: 0
HOMO energy (alpha / beta): -9.80 / -9.80 eV
orbital gap (alpha / beta): 0.307 / 0.306 hartree
E_LUMO (alpha / beta): -1.46 / -1.46 eV

The geometry in XYZ format:
```
14
Properties=species:S:1:pos:R:3:lowdin_charge:R:1
C -1.54 -0.01 -0.12 -0.16
C -0.71 -1.25 -0.37 0.14
C -0.46 1.11 0.37 -0.17
N 1.23 0.09 -0.82 0.06
N 2.15 -0.20 0.09 -0.49
O 2.56 -1.33 0.25 0.05
O 2.53 0.79 0.74 0.04
O 0.49 1.20 -0.65 -0.13
H -2.01 0.50 -1.10 0.16
H -2.26 -0.22 0.57 0.07
H -0.33 -1.77 0.50 0.08
H -0.67 -1.71 -1.40 0.10
H -1.06 1.98 0.66 0.13
H 0.07 0.81 1.29 0.12
```


Version B
C3H6N2O3 | ωB97M-V with the def2-TZVPD basis set

Results
charge: 0
HOMO energy: -9.70 eV
orbital gap: 0.365 hartree
E_LUMO: 0.22 eV
SMILES: NC(=O)/C=[N+](/[O-])CO

The geometry in XYZ format:
```
14
Properties=species:S:1:pos:R:3:lowdin_charge:R:1
N 1.51 0.82 -0.57 0.16
C 1.61 -0.33 0.01 -0.58
O 2.52 -0.61 0.80 0.05
C 0.43 -1.19 -0.18 0.02
N -0.77 -0.83 0.04 -0.22
O -1.84 -1.44 -0.29 -0.07
C -1.07 0.56 0.76 -0.08
O -2.20 1.10 -0.01 -0.08
H 0.83 1.08 -1.34 0.18
H 2.42 1.28 -0.58 0.14
H 0.64 -2.19 -0.66 0.17
H -0.24 1.15 0.65 0.06
H -1.29 0.33 1.85 0.15
H -2.54 0.26 -0.48 0.10
```


Version C
C3H6N2O3 | ωB97M-V with the def2-TZVPD basis set

Results
charge: 0
HOMO energy: -9.60 eV
orbital gap: 0.374 hartree
E_LUMO: 0.59 eV
SMILES: NCC(=O)NC(=O)O

The geometry in XYZ format:
```
14
Properties=species:S:1:pos:R:3:lowdin_charge:R:1
N 0.20 -0.37 2.75 0.00
C -0.15 -1.44 1.70 -0.11
C -0.10 -0.74 0.31 -0.43
O -0.03 -1.54 -0.60 0.03
N 0.03 0.58 0.06 0.18
C 0.04 1.11 -1.25 -0.51
O 0.15 2.36 -1.20 0.06
O -0.18 0.31 -2.27 0.10
H 0.91 -0.83 3.32 0.07
H -0.35 0.37 3.01 0.02
H 0.47 -2.38 1.76 0.13
H -1.24 -1.79 1.84 0.13
H 0.18 1.20 0.77 0.10
H 0.06 -0.73 -2.34 0.21
```


Of them, version A has the lowest stability.


Version A
C3H6N2O3 | ωB97M-V with the def2-TZVPD basis set

Results
charge: 0
HOMO energy: -10.79 eV
orbital gap: 0.404 hartree
E_LUMO: 0.22 eV

The geometry in XYZ format:
```
14
Properties=species:S:1:pos:R:3:lowdin_charge:R:1
N 4.80 0.20 1.57 0.08
C 3.76 -0.79 1.37 -0.49
O 3.98 -1.97 1.72 0.04
C 2.32 -0.26 1.64 -0.31
O 1.45 -1.33 1.56 0.01
C 2.23 0.40 2.98 -0.14
N 2.19 0.90 4.02 0.16
H 5.09 0.09 0.09 0.24
H 5.16 0.24 2.52 0.14
H 2.06 0.51 0.89 0.16
H 1.97 -2.11 1.82 0.10
H 4.61 1.17 1.32 0.11
O 4.27 -0.73 -0.56 -0.14
H 4.75 -1.55 -0.69 0.05
```


Version B
C3H6N2O3 | ωB97M-V with the def2-TZVPD basis set

Results
charge: 0
HOMO energy: -9.38 eV
orbital gap: 0.366 hartree
E_LUMO: 0.59 eV
SMILES: C[C@H]1OC(=O)NN1O

The geometry in XYZ format:
```
14
Properties=species:S:1:pos:R:3:lowdin_charge:R:1
C 1.39 -1.05 -0.18 -0.02
C -0.01 -0.58 -0.55 -0.30
O -0.93 -1.16 0.39 0.08
C -1.65 -0.13 0.91 -0.53
O -2.53 -0.26 1.75 0.09
N -1.25 1.04 0.34 0.12
N -0.25 0.89 -0.58 -0.10
O 0.94 1.58 -0.12 -0.03
H 2.15 -0.66 -0.87 0.08
H 1.65 -0.76 0.85 0.09
H 1.43 -2.15 -0.20 0.09
H -0.27 -0.98 -1.53 0.15
H -1.68 1.92 0.60 0.17
H 1.01 2.29 -0.79 0.11
```


Of them, version A has the lowest stability.


Version A
C3H3NO2S | ωB97M-V with the def2-TZVPD basis set

Results
charge: 0
HOMO energy (alpha / beta): -8.34 / -8.34 eV
orbital gap (alpha / beta): 0.289 / 0.289 hartree
E_LUMO (alpha / beta): -0.48 / -0.48 eV
SMILES: [O-][N+]1=CC=COS1

The geometry in XYZ format:
```
10
Properties=species:S:1:pos:R:3:lowdin_charge:R:1
O 3.15 1.68 0.22 -0.13
N 2.23 0.82 0.11 -0.51
C 0.91 1.08 0.04 -0.09
C 0.05 -0.06 -0.17 -0.10
C 0.35 -1.36 0.19 -0.12
O 1.72 -1.73 0.49 -0.47
S 2.84 -0.80 -0.32 1.07
H 0.56 2.05 0.36 0.13
H -1.09 0.06 -0.41 0.14
H -0.25 -2.12 0.44 0.07
```


Version B
C3H3NO2S | ωB97M-V with the def2-TZVPD basis set

Results
charge: 0
HOMO energy (alpha / beta): -7.81 / -7.82 eV
orbital gap (alpha / beta): 0.265 / 0.266 hartree
E_LUMO (alpha / beta): -0.59 / -0.59 eV

The geometry in XYZ format:
```
10
Properties=species:S:1:pos:R:3:lowdin_charge:R:1
C -0.16 0.52 -2.31 -0.16
C -0.32 0.46 -0.06 -0.13
C 0.50 -0.67 -0.61 -0.09
N 0.57 -0.61 -1.88 0.08
O 0.35 0.83 -5.87 -0.71
O -0.67 1.12 -1.28 -0.05
S -0.54 1.65 -5.03 0.67
H -1.22 0.14 0.47 0.14
H 0.24 1.16 0.56 0.14
H 0.97 -1.45 -0.04 0.12
```


Version C
C3H3NO2S | ωB97M-V with the def2-TZVPD basis set

Results
charge: 0
HOMO energy: -9.22 eV
orbital gap: 0.354 hartree
E_LUMO: 0.42 eV
SMILES: O=C[C@H]1ON=CS1

The geometry in XYZ format:
```
10
Properties=species:S:1:pos:R:3:lowdin_charge:R:1
O -1.94 0.83 0.05 0.05
C -1.21 0.58 0.98 -0.25
C -0.28 -0.68 0.77 -0.51
O -0.59 -1.07 -0.50 -0.19
N 0.05 -0.29 -1.59 0.08
C 1.06 0.36 -1.09 -0.46
S 1.40 0.11 0.59 0.96
H -1.20 1.31 1.89 0.15
H -0.33 -1.52 1.39 0.11
H 1.54 0.79 -1.88 0.06
```


Of them, version B has the lowest stability.


Version A
C10H15N2 | ωB97M-V with the def2-TZVPD basis set

Results
charge: +1
HOMO energy: -11.96 eV
orbital gap: 0.341 hartree
E_LUMO: -2.68 eV
SMILES: CN1C[N+](C)(C)c2ccccc21

The geometry in XYZ format:
```
27
Properties=species:S:1:pos:R:3:lowdin_charge:R:1
C 2.52 -1.48 -0.37 -0.04
N 1.20 -0.96 -0.19 -0.09
C 0.01 -1.20 -1.14 -0.02
N -1.11 -0.59 -0.41 -0.26
C -2.29 -0.35 -1.25 0.07
C -1.43 -1.52 0.67 0.03
C -0.43 0.62 0.15 -0.14
C -0.98 1.77 0.67 0.04
C -0.09 2.80 1.25 0.00
C 1.26 2.47 1.35 -0.05
C 1.80 1.28 0.84 0.03
C 0.95 0.35 0.28 -0.17
H 3.03 -1.12 -1.31 0.11
H 3.04 -1.33 0.46 0.04
H 2.49 -2.54 -0.83 0.13
H 0.15 -0.49 -2.03 0.18
H -0.15 -2.16 -1.39 0.12
H -2.00 -0.41 -2.23 0.09
H -3.10 -0.91 -0.94 0.09
H -2.58 0.69 -1.05 0.11
H -1.77 -2.49 0.42 0.11
H -0.59 -1.52 1.32 0.11
H -2.36 -1.10 1.18 0.15
H -1.93 2.00 0.27 0.09
H -0.28 3.79 1.60 0.10
H 1.80 3.22 1.77 0.09
H 2.83 1.18 0.93 0.10
```


Version B
C10H15N2 | ωB97M-V with the def2-TZVPD basis set

Results
charge: +1
HOMO energy: -11.31 eV
orbital gap: 0.295 hartree
E_LUMO: -3.29 eV

The geometry in XYZ format:
```
27
Properties=species:S:1:pos:R:3:lowdin_charge:R:1
C -0.71 -1.87 1.87 -0.05
C 1.74 0.17 -0.06 -0.22
C 0.61 -0.67 -0.03 -0.21
C 0.15 -0.78 1.33 -0.27
C 0.94 0.09 2.06 -0.05
C 2.60 0.12 -1.17 -0.01
C 2.20 -0.56 -2.30 -0.07
C 1.02 -1.33 -2.26 -0.09
C 0.20 -1.44 -1.15 -0.03
N 1.93 0.59 1.23 0.08
H 3.41 0.83 -1.30 0.11
H 2.75 -0.52 -3.23 0.11
H 2.64 1.20 1.62 0.16
H 0.54 -1.84 -3.09 0.11
H 1.12 -0.01 3.12 0.13
H -0.74 -1.97 -1.17 0.11
H -0.75 -1.78 2.96 0.08
H -0.27 -2.82 1.60 0.09
H -1.77 -1.87 1.58 0.08
C -2.80 2.00 -0.62 -0.01
N -1.56 1.71 0.15 0.15
H -0.60 2.02 -0.02 0.17
H -1.75 2.00 1.11 0.17
H -1.43 0.69 0.12 0.13
H -3.63 1.58 -0.05 0.11
H -2.86 1.41 -1.54 0.11
H -2.97 3.06 -0.76 0.10
```


Version C
C10H15N2 | ωB97M-V with the def2-TZVPD basis set

Results
charge: +1
HOMO energy: -12.63 eV
orbital gap: 0.338 hartree
E_LUMO: -3.45 eV
SMILES: c1cc(C2CC[NH2+]CC2)ccn1

The geometry in XYZ format:
```
27
Properties=species:S:1:pos:R:3:lowdin_charge:R:1
C -2.54 -1.22 1.36 -0.15
C -1.49 -0.47 0.81 -0.03
C -0.17 -1.03 0.74 -0.17
C 1.07 -0.29 0.20 -0.25
C 1.18 1.19 0.76 -0.11
C 0.87 2.32 -0.28 -0.11
N -0.11 1.92 -1.34 0.05
C 0.25 0.70 -2.11 -0.11
C 1.20 -0.29 -1.36 -0.11
C -0.12 -2.36 1.26 -0.01
C -1.30 -2.97 1.74 -0.14
N -2.55 -2.48 1.84 0.09
H -3.53 -0.71 1.42 0.12
H -1.68 0.55 0.44 0.09
H 1.96 -0.83 0.59 0.15
H 2.25 1.33 1.05 0.13
H 0.60 1.28 1.70 0.13
H 0.42 3.17 0.27 0.14
H 1.83 2.69 -0.69 0.15
H -1.06 1.89 -0.94 0.16
H -0.14 2.70 -2.01 0.19
H 0.75 0.95 -3.07 0.14
H -0.69 0.19 -2.39 0.14
H 1.12 -1.33 -1.76 0.14
H 2.24 0.04 -1.58 0.13
H 0.83 -2.92 1.27 0.12
H -1.20 -4.02 2.09 0.12
```


Of them, version A has the lowest stability.